# C7H15NO

A single C7H15NO molecule (ωB97M-V/def2-TZVPD, the OMol25 dataset).

ORCA input file:
```
! RIJCOSX wB97M-V def2-TZVPD def2/J DEFGRID3
* xyz 0 1
C 1.472 -1.463 -1.411
C 0.763 -0.334 -1.573
C -0.448 -0.235 -2.450
O 1.177 0.854 -0.993
C 0.536 0.980 0.268
C 1.520 0.638 1.387
N -0.881 0.311 0.501
C -1.755 1.143 1.291
C -0.848 -1.044 0.969
H 2.425 -1.447 -0.910
H 1.247 -2.344 -1.984
H -0.437 -1.011 -3.213
H -0.488 0.731 -2.945
H -1.354 -0.339 -1.861
H 0.301 2.049 0.313
H 1.791 -0.418 1.352
H 2.420 1.233 1.268
H 1.077 0.858 2.356
H -1.472 1.206 2.357
H -1.773 2.155 0.873
H -2.768 0.745 1.227
H -0.048 -1.586 0.419
H -1.786 -1.546 0.709
H -0.671 -1.136 2.051
*
```

Results
Kohn-Sham gap, eV: 9.518
Structure (SMILES): C=C(C)O[C@H](C)N(C)C
ΔE to the lowest compared entry with this formula, charge and spin, kcal per mole: 60.4
HOMO level, eV: -8.6

***

# C7H15NO

3 unconnected molecules or ions with the total composition C7H15NO (ωB97M-V/def2-TZVPD, the OMol25 dataset).

ORCA input file:
```
! RIJCOSX wB97M-V def2-TZVPD def2/J DEFGRID3
* xyz 0 1
C 0.902 -1.511 0.328
C -0.756 0.450 0.145
C 0.009 -0.040 -0.906
C -0.021 -2.383 1.137
C -0.237 1.463 1.115
N 1.891 -0.878 1.132
C -1.716 1.507 -1.508
C -1.345 2.743 -1.815
O 1.446 -2.333 -0.695
H 2.084 -1.814 -1.200
H -1.596 -0.141 0.496
H 2.503 -0.272 0.600
H 2.470 -1.555 1.633
H -0.416 -0.722 -1.631
H 0.880 0.530 -1.214
H -2.612 1.056 -1.935
H -0.499 -1.820 1.939
H 0.533 -3.216 1.597
H -0.789 -2.826 0.500
H 0.018 0.981 2.063
H 0.635 1.990 0.728
H -1.012 2.197 1.348
H -0.452 3.197 -1.384
H -1.921 3.397 -2.474
*
```

Results
Kohn-Sham gap (spin up / spin down), eV: 7.607 / 7.606
ΔE to the lowest compared entry with this formula, charge and spin, kcal per mole: 140.0
HOMO level (spin up / spin down), eV: -6.8 / -6.8

***

# C7H15NO

A single C7H15NO molecule (ωB97M-V/def2-TZVPD, the OMol25 dataset).

ORCA input file:
```
! RIJCOSX wB97M-V def2-TZVPD def2/J DEFGRID3
* xyz 0 1
C -2.961 -1.569 0.574
C -2.136 -1.486 -0.471
C -0.478 -1.074 -0.383
C -0.355 0.364 -0.018
N -1.052 1.314 -0.814
O -0.649 0.592 1.316
C 1.401 0.568 -0.288
C 2.352 -0.603 -0.061
C 1.839 1.754 0.572
H -2.638 -1.301 1.578
H -3.977 -1.950 0.481
H -2.489 -1.801 -1.453
H -0.090 -1.736 0.393
H -0.118 -1.315 -1.382
H -0.933 1.110 -1.802
H -2.049 1.268 -0.620
H -0.860 1.539 1.367
H 1.481 0.853 -1.344
H 3.400 -0.296 -0.180
H 2.198 -1.395 -0.801
H 2.236 -1.024 0.942
H 1.206 2.631 0.410
H 1.802 1.500 1.638
H 2.870 2.056 0.347
*
```

Results
Kohn-Sham gap, eV: 9.780
Structure (SMILES): C=CC[C@@](N)(O)C(C)C
ΔE to the lowest compared entry with this formula, charge and spin, kcal per mole: 54.0
HOMO level, eV: -8.8

***

# C7H15NO

3 unconnected molecules or ions with the total composition C7H15NO (ωB97M-V/def2-TZVPD, the OMol25 dataset).

ORCA input file:
```
! RIJCOSX wB97M-V def2-TZVPD def2/J DEFGRID3
* xyz 0 1
C 0.300 -0.135 -0.413
C -0.436 -0.310 0.736
C 1.669 0.923 1.189
C 0.091 0.991 -1.380
C 1.167 -1.246 -0.924
C -1.346 0.679 1.390
C -1.961 -1.419 -0.712
O 2.958 0.589 0.784
N -3.045 -0.946 -1.131
H 3.209 -0.246 1.193
H -0.189 -1.180 1.335
H -3.135 0.066 -0.983
H 1.459 1.953 0.921
H 1.498 0.759 2.254
H -1.812 -2.505 -0.857
H 2.152 -0.847 -1.177
H -0.367 0.614 -2.297
H 1.062 1.414 -1.649
H -0.533 1.790 -0.988
H 0.746 -1.674 -1.836
H 1.289 -2.041 -0.188
H -0.926 1.020 2.340
H -1.550 1.550 0.772
H -2.301 0.199 1.618
*
```

Results
Kohn-Sham gap (spin up / spin down), eV: 7.213 / 6.938
ΔE to the lowest compared entry with this formula, charge and spin, kcal per mole: 153.8
HOMO level (spin up / spin down), eV: -6.5 / -6.3

***

# C7H15NO2

A molecular structure, C7H15NO2 (ωB97M-V/def2-TZVPD, the OMol25 dataset).

ORCA input file:
```
! RIJCOSX wB97M-V def2-TZVPD def2/J DEFGRID3
* xyz 0 1
C 1.561 -1.579 -2.177
C 0.753 -0.301 -1.979
C 0.502 0.079 -0.516
C -0.095 1.488 -0.424
C -0.319 1.958 1.006
N -1.259 1.061 1.695
C -0.550 -0.664 1.694
O 0.475 -0.667 2.429
C -0.396 -0.936 0.197
H 1.792 -1.732 -3.241
H 2.513 -1.530 -1.628
H 1.019 -2.471 -1.830
H 1.282 0.534 -2.464
H -0.218 -0.390 -2.496
H 1.473 0.089 0.008
H 0.576 2.204 -0.919
H -1.057 1.514 -0.965
H 0.622 1.915 1.570
H -0.702 2.988 1.026
H -1.296 1.244 2.696
H -1.393 -0.953 -0.273
H 0.024 -1.949 0.120
O -1.650 -1.388 2.164
H -2.140 0.974 1.190
H -1.518 -1.489 3.114
*
```

Results
Kohn-Sham gap, eV: 9.558
ΔE to the lowest compared entry with this formula, charge and spin, kcal per mole: 18.9
HOMO level, eV: -8.8

***

# C7H15NO2

A single C7H15NO2 molecule (ωB97M-V/def2-TZVPD, the OMol25 dataset).

ORCA input file:
```
! RIJCOSX wB97M-V def2-TZVPD def2/J DEFGRID3
* xyz 0 1
C -0.975 0.904 -1.958
C 0.188 0.087 -1.470
O 0.546 -0.939 -2.023
C 0.949 0.622 -0.225
C 2.456 0.408 -0.432
N 0.588 2.017 0.014
O 0.562 -0.138 0.901
C -0.651 -0.885 0.774
C -0.394 -2.277 1.337
C -1.812 -0.176 1.463
H -0.603 1.578 -2.730
H -1.402 1.498 -1.160
H -1.716 0.255 -2.421
H 2.639 -0.632 -0.687
H 2.980 0.649 0.489
H 2.821 1.043 -1.237
H 0.856 2.261 0.963
H 1.091 2.627 -0.622
H -0.863 -1.058 -0.320
H 0.396 -2.763 0.769
H -1.296 -2.880 1.278
H -0.083 -2.200 2.377
H -2.748 -0.680 1.233
H -1.861 0.863 1.146
H -1.666 -0.184 2.541
*
```

Results
Kohn-Sham gap, eV: 10.188
Structure (SMILES): CC(=O)[C@@](C)(N)OC(C)C
ΔE to the lowest compared entry with this formula, charge and spin, kcal per mole: 29.9
HOMO level, eV: -9.3

***

# C7H15NO2PS

2 unconnected molecules or ions with the total composition C7H15NO2PS (ωB97M-V/def2-TZVPD, the OMol25 dataset).

ORCA input file:
```
! RIJCOSX wB97M-V def2-TZVPD def2/J DEFGRID3
* xyz -1 1
C 1.676 0.383 1.681
C -1.614 -1.895 -3.287
C -2.435 0.379 -3.842
C 1.239 1.752 3.742
C 2.784 -0.115 4.021
C -2.270 -0.656 -2.726
C 2.141 0.822 3.030
N 0.929 -0.453 1.124
O 0.147 0.354 -1.750
O -1.796 0.922 -0.369
P -1.167 -0.082 -1.255
S 3.037 1.495 1.454
H -2.184 -2.825 -3.149
H -1.449 -1.869 -4.431
H -0.543 -1.892 -3.018
H -1.440 0.315 -4.410
H -2.507 1.363 -3.362
H -3.307 0.111 -4.638
H 1.781 2.406 4.385
H 0.440 1.088 4.177
H 0.713 2.327 3.008
H 3.633 -0.481 3.440
H 3.227 0.416 4.935
H 2.281 -0.992 4.362
H -3.184 -1.001 -2.430
H 0.978 -0.419 0.098
H -1.109 -1.453 -0.789
*
```

Results
Kohn-Sham gap, eV: 7.728
ΔE to the lowest compared entry with this formula, charge and spin, kcal per mole: 0.0
HOMO level, eV: -4.9

***

# C7H15NO4

2 unconnected molecules or ions with the total composition C7H15NO4 (ωB97M-V/def2-TZVPD, the OMol25 dataset).

ORCA input file:
```
! RIJCOSX wB97M-V def2-TZVPD def2/J DEFGRID3
* xyz 0 1
C -0.584 0.384 1.650
C -1.503 -0.330 0.723
C -2.485 0.599 -0.017
C -0.591 -1.179 -0.082
C -0.176 -0.744 -1.501
O 1.060 -1.039 -1.989
N -0.265 -2.389 0.314
O 0.199 -3.302 -0.412
O -0.817 -2.831 1.514
H -0.137 -0.293 2.357
H -1.226 1.002 2.390
H -0.008 1.237 1.110
H -2.213 -0.950 1.402
H -2.517 0.285 -1.092
H -2.044 1.663 -0.005
H -3.524 0.605 0.495
H -0.898 -1.040 -2.270
H -0.392 0.341 -1.414
H 1.216 -1.939 -1.723
H -1.090 -3.773 1.510
C 3.172 1.891 -0.249
C 3.252 0.380 0.093
O 2.487 -0.304 0.698
H 4.189 2.239 -0.150
H 2.389 2.503 0.387
H 2.825 1.976 -1.242
H 4.124 -0.045 -0.420
*
```

Results
Kohn-Sham gap, eV: 9.204
Structure (SMILES): CC(C)/C(CO)=[N+](/[O-])O.CC=O
ΔE to the lowest compared entry with this formula, charge and spin, kcal per mole: 111.5
HOMO level, eV: -8.4

***

# C7H15O2P

A single C7H15O2P molecule (ωB97M-V/def2-TZVPD, the OMol25 dataset).

ORCA input file:
```
! RIJCOSX wB97M-V def2-TZVPD def2/J DEFGRID3
* xyz 0 1
C 1.516 1.114 -0.744
C 1.385 0.161 0.174
C 2.054 0.399 1.465
C 0.621 -1.144 0.101
C 0.554 -1.554 -1.392
C -0.759 -1.245 0.699
P -2.190 -0.503 -0.064
O -3.182 -0.298 0.929
O -1.804 0.816 -0.967
C -1.762 2.016 -0.272
H 1.049 0.965 -1.696
H 2.342 1.883 -0.485
H 2.208 -0.518 2.032
H 1.466 1.148 2.180
H 3.066 0.894 1.129
H 1.184 -1.933 0.659
H 0.287 -2.660 -1.528
H 1.605 -1.546 -1.670
H -0.112 -0.744 -1.690
H -1.081 -2.304 0.820
H -0.778 -1.090 1.775
H -2.490 -1.078 -1.329
H -2.260 2.767 -0.734
H -0.754 2.445 -0.152
H -2.165 2.009 0.759
*
```

Results
Kohn-Sham gap, eV: 10.349
Structure (SMILES): C=C(C)[C@H](C)C[P@@H](=O)OC
ΔE to the lowest compared entry with this formula, charge and spin, kcal per mole: 27.5
HOMO level, eV: -9.5

***

Which value of ΔE to the lowest compared entry with this formula, charge and spin does entry 2 give? 140.0 kcal per mole

***

ΔE to the lowest compared entry with this formula, charge and spin of number 3 (C7H15NO)? 54.0 kcal per mole

***

What is the ΔE to the lowest compared entry with this formula, charge and spin in the sixth record? 29.9 kcal per mole

***

Which formula does entry 9 have? C7H15O2P